{"formula": "C6H12O", "method": "wB97M-V/def2-TZVPD", "species": ["C", "C", "O", "C", "C", "C", "C", "H", "H", "H", "H", "H", "H", "H", "H", "H", "H", "H", "H"], "positions_angstrom": [[3.23, -0.41, 0.10], [2.09, 0.32, -0.62], [1.53, 1.31, 0.04], [-0.37, -0.08, 0.13], [-1.73, -0.41, 0.46], [-2.71, -0.61, -0.70], [-2.80, 0.63, 0.09], [3.59, -1.28, -0.48], [4.07, 0.27, 0.26], [2.90, -0.76, 1.09], [1.25, -0.54, -0.78], [2.35, 0.54, -1.68], [-0.18, 0.56, -0.72], [0.42, -0.27, 0.84], [-1.91, -0.99, 1.36], [-2.29, -0.56, -1.70], [-3.45, -1.39, -0.55], [-2.44, 1.56, -0.34], [-3.60, 0.74, 0.81]], "homo_lumo_gap_ev": [8.53, 7.43], "relative_energy_kj_mol": 513.23, "largest_force_ev_per_a": 0.48, "lumo_ev": [-0.34, -0.73], "multiplicity": 1, "total_energy_ev": -8459.0347}